Entry from OMol25: a structure of composition C51H59IrN4PS3Sb2 (wB97M-V/def2-TZVPD).

Results
**Orbital gap (spin up / spin down)**: 5.1 / 5.1 eV
**Energy above the lowest of the compared OMol25 structures with the same formula, charge and spin**: 150.2 kJ/mol
**Highest occupied orbital energy (spin up / spin down)**: -17.3283 / -17.2999 eV
**DFT total energy**: -117466.944 eV
**⟨S²⟩**: 0.760

Geometry as ORCA input:
```
! wB97M-V def2-TZVPD RIJCOSX def2/J DEFGRID3
* xyz 4 2
Ir 0.16 0.87 -1.31
C -0.66 -3.38 -2.88
Sb -2.22 -2.44 -1.41
C -3.60 -1.04 -0.21
C -3.90 -3.42 -2.55
C -5.12 -2.63 -2.51
C -6.15 -2.97 -1.62
C -7.35 -2.28 -1.62
C -7.53 -1.22 -2.50
C -6.51 -0.83 -3.35
C -5.30 -1.52 -3.38
C -4.21 -1.10 -4.30
Sb -2.41 -0.29 -3.27
C -3.53 1.51 -2.85
C -1.30 -0.36 -5.13
H -0.50 -4.39 -2.52
H 0.25 -2.78 -2.84
H -1.14 -3.36 -3.85
H -4.02 -1.60 0.62
H -4.38 -0.72 -0.90
H -2.99 -0.20 0.14
H -4.01 -4.39 -2.09
H -3.47 -3.53 -3.55
H -6.01 -3.81 -0.96
H -8.15 -2.58 -0.96
H -8.48 -0.70 -2.53
H -6.67 0.00 -4.04
H -4.53 -0.27 -4.94
H -3.84 -1.92 -4.91
H -3.52 2.14 -3.73
H -3.10 2.04 -2.00
H -4.55 1.20 -2.64
H -1.97 -0.73 -5.90
H -0.45 -1.03 -5.01
H -0.94 0.62 -5.41
N -0.23 -0.95 -0.43
S 0.69 -1.62 0.58
N 1.61 -0.71 1.52
S 1.34 0.40 2.60
N 2.04 1.73 2.26
S 2.28 2.41 0.82
N 1.25 2.09 -0.21
C 2.29 4.14 1.26
C 1.12 4.87 1.09
C 1.10 6.18 1.52
C 2.23 6.75 2.10
C 3.39 6.00 2.26
C 3.43 4.67 1.84
C 3.96 1.98 0.38
C 4.57 2.74 -0.61
C 5.89 2.46 -0.94
C 6.57 1.44 -0.28
C 5.93 0.69 0.69
C 4.62 0.95 1.03
C 2.02 -0.04 4.17
C 2.25 1.01 5.05
C 2.73 0.72 6.31
C 2.99 -0.60 6.67
C 2.76 -1.63 5.78
C 2.27 -1.36 4.51
C -0.41 0.65 2.86
C -1.04 -0.20 3.76
C -2.39 -0.03 4.00
C -3.09 0.99 3.36
C -2.43 1.84 2.48
C -1.08 1.68 2.22
C -0.18 -2.75 1.67
C 0.56 -3.73 2.33
C -0.10 -4.63 3.15
C -1.48 -4.56 3.29
C -2.20 -3.57 2.64
C -1.55 -2.66 1.83
C 1.93 -2.69 -0.14
C 1.47 -3.84 -0.76
C 2.38 -4.77 -1.23
C 3.75 -4.54 -1.06
C 4.19 -3.39 -0.44
C 3.29 -2.45 0.03
H 0.26 4.40 0.63
H 0.20 6.78 1.40
H 2.21 7.78 2.42
H 4.27 6.44 2.71
H 4.33 4.08 1.96
H 4.04 3.54 -1.10
H 6.40 3.05 -1.69
H 7.60 1.25 -0.53
H 6.47 -0.10 1.20
H 4.11 0.39 1.81
H 2.05 2.03 4.75
H 2.92 1.52 7.01
H 3.37 -0.82 7.66
H 2.96 -2.65 6.07
H 2.09 -2.16 3.80
H -0.48 -0.97 4.28
H -2.90 -0.67 4.71
H -4.14 1.13 3.57
H -2.97 2.66 2.02
H -0.54 2.34 1.56
H 1.64 -3.79 2.20
H 0.46 -5.40 3.67
H -1.99 -5.29 3.91
H -3.28 -3.51 2.77
H -2.08 -1.85 1.35
H 0.40 -4.01 -0.85
H 2.04 -5.67 -1.70
H 4.46 -5.28 -1.41
H 5.25 -3.22 -0.30
H 3.61 -1.55 0.53
C 1.13 4.06 -2.45
P 0.44 2.50 -3.08
C -0.91 3.22 -4.09
C 1.71 2.03 -4.31
H 1.43 4.68 -3.29
H 1.99 3.87 -1.81
H 0.38 4.60 -1.87
H -0.45 3.86 -4.85
H -1.55 3.83 -3.47
H -1.51 2.48 -4.60
H 1.80 2.81 -5.06
H 1.49 1.09 -4.80
H 2.66 1.92 -3.79
*
```